# 1
This record from the OMol25 dataset describes a cluster of 4 separate species, C11H22N2O9 in total. The level of theory is the ωB97M-V functional and the def2-TZVPD basis.

Each line ends with the Löwdin charge.
CARTESIAN COORDINATES (ANGSTROEM)
C -0.905 -0.106 -1.795  -0.46
O 2.365 -0.343 0.254  -0.08
O -1.455 -1.134 -2.638  0.15
O 1.909 -1.576 -2.244  0.14
O -4.732 1.751 -1.180  -0.13
H -0.576 -1.184 0.022  0.10
C -1.108 -4.256 2.190  -0.15
H -5.713 3.497 -1.513  0.08
H 6.365 1.254 3.359  0.08
N -1.590 -3.335 -1.589  0.22
H -0.849 -3.909 3.188  0.08
N -0.658 2.400 -3.994  0.21
H -0.946 -3.542 0.381  0.01
H 2.516 0.925 1.877  0.09
C 1.153 -0.689 -2.910  -0.54
H 0.280 1.124 2.407  0.12
H -0.581 -5.194 1.998  0.08
C -1.565 -2.288 -2.064  -0.28
C 1.851 0.756 1.030  -0.22
H 5.448 2.765 3.154  0.08
C 5.438 1.687 2.975  -0.15
H -2.217 -0.469 -0.184  0.15
H 2.064 -1.152 0.682  0.09
H -4.011 1.248 -1.569  0.04
C -4.897 2.932 -1.956  -0.16
C -1.145 -0.326 -0.320  -0.06
C -1.109 1.779 -3.138  -0.30
O -1.622 1.079 -2.169  0.09
H 2.560 -1.094 -1.705  0.12
H 1.892 1.642 0.396  0.12
H -2.185 -4.437 2.151  0.08
H -3.994 3.549 -1.944  0.08
C 0.426 0.511 1.517  -0.15
O 1.108 -0.554 -4.080  0.22
H 0.335 -0.540 1.802  0.11
C -0.666 0.899 0.493  -0.13
H -0.254 1.658 -0.169  0.11
O -0.720 -3.244 1.272  -0.16
H 4.332 1.223 4.511  0.07
H 5.383 1.508 1.904  0.08
O 4.295 1.073 3.563  -0.13
H -5.154 2.698 -2.993  0.08
O 0.438 0.083 -2.008  0.11
H -1.502 1.330 1.035  0.12

Summary:
LUMO: 0.017 Eh
HOMO level: -10.5 eV
Charge: 0
HOMO-LUMO gap: 0.4034 hartree
SMILES string: N#COC(CCCCO)(OC#N)OC(=O)O.CO.CO.CO


# 2
This record from the OMol25 dataset describes a structure of composition C42H38N10O2PmS at a distorted geometry. The level of theory is the ωB97M-V functional and the def2-TZVPD basis.

Each line ends with the Löwdin charge.
CARTESIAN COORDINATES (ANGSTROEM)
N 0.173 2.755 -1.136  0.03
O 5.250 -5.316 -2.237  0.10
C -1.529 -2.716 2.490  -0.05
C -4.901 -1.567 -0.060  -0.22
C -1.036 -1.521 3.251  -0.23
H -3.359 -2.524 -1.225  0.08
H -5.004 1.272 1.787  0.12
H 0.942 -2.517 1.085  0.10
C -1.066 -0.572 -4.201  -0.05
H -0.270 5.713 1.712  0.10
C -1.862 -0.336 -3.092  -0.23
C 2.969 2.495 2.731  -0.88
C 5.597 -0.734 -1.646  -0.11
C 0.148 -0.362 -1.648  -0.25
H 6.184 2.571 -2.054  0.12
C -5.344 0.496 1.119  -0.01
H -3.411 -3.005 0.466  0.06
H 3.910 3.956 3.813  0.11
H 1.736 -4.840 0.655  0.12
H -4.634 -3.596 -0.663  0.09
H -1.036 -2.591 5.085  0.12
C 4.315 -0.600 -1.058  -0.15
C -1.246 -0.284 -1.830  -0.25
H -3.088 -0.263 2.288  0.15
N -2.138 -0.145 -0.735  0.16
H -1.074 -3.626 2.881  0.09
H -6.550 -2.329 -1.177  0.12
H -1.524 -0.641 -5.176  0.11
H -3.966 -0.859 -2.872  0.07
N 3.919 2.985 3.548  0.08
H -3.544 -0.004 -4.351  0.08
H -2.054 4.948 0.121  0.11
C -4.463 -0.520 0.759  -0.21
H -3.626 0.874 -2.832  0.08
H -8.076 -0.496 -0.591  0.11
C 0.304 -0.717 -4.074  -0.10
H 1.976 -0.656 -2.760  0.07
H -1.715 3.383 -3.840  0.11
C -7.069 -0.500 -0.205  -0.07
S 3.029 0.800 2.431  0.54
C 5.683 1.652 -1.799  -0.01
H 7.104 -2.121 -2.349  0.14
C 2.290 -3.998 0.278  0.00
C 0.200 3.723 1.055  -0.29
N 2.051 3.337 2.314  -0.04
C 6.134 -2.025 -1.883  0.08
C 3.622 -1.786 -0.616  -0.14
N 2.472 -1.626 0.069  0.02
C 4.164 -3.068 -0.892  -0.05
C -0.825 -1.641 4.620  -0.04
C 4.390 1.682 -1.268  -0.10
N -3.149 -0.483 1.301  0.14
C -0.362 4.685 2.059  -0.02
H 3.818 -5.182 -0.630  0.12
C -0.284 0.765 3.404  -0.07
C 0.889 -0.579 -2.824  -0.17
C -1.575 4.311 -0.603  0.00
C -2.066 4.229 -1.890  -0.03
C 3.454 -4.187 -0.431  0.04
C -1.391 3.442 -2.814  -0.03
H 4.565 2.348 3.981  0.08
H -2.611 -2.816 2.602  0.08
H -2.959 4.768 -2.171  0.12
H 0.187 4.592 2.994  0.07
H -7.314 1.297 0.937  0.11
N 6.009 -4.424 -1.930  -0.35
C -1.990 -0.257 0.604  -0.36
C 5.429 -3.144 -1.563  -0.07
C 1.842 -2.701 0.510  -0.09
C -0.353 -0.588 5.379  -0.07
C 6.288 0.436 -2.003  0.03
H -1.297 -2.629 1.428  0.06
C -0.290 2.723 -2.382  -0.12
H -0.106 1.722 2.925  0.08
H -3.110 -0.110 -1.021  0.10
H 0.253 2.082 -3.066  0.11
C -0.754 -0.298 2.626  -0.28
Pm 1.303 0.727 0.211  1.54
C -0.435 3.576 -0.246  -0.23
C -0.079 0.622 4.763  -0.07
N -0.845 -0.097 1.221  0.00
H 0.912 -0.902 -4.949  0.10
H 3.876 2.629 -1.134  0.12
H 0.299 1.453 5.335  0.11
H -1.417 4.479 2.233  0.09
C -4.025 -2.737 -0.389  -0.02
N 3.720 0.603 -0.899  0.01
O 7.215 -4.493 -1.923  0.11
H -0.195 -0.711 6.438  0.11
N 1.300 3.039 1.246  -0.12
C -3.332 -0.074 -3.287  -0.03
C -6.642 0.508 0.642  -0.07
C -6.205 -1.524 -0.544  -0.04
H 7.276 0.359 -2.431  0.13

Summary:
⟨S²⟩: 6.0058
Energy relative to the best compared isomer or geometry (same formula, charge and spin): 0.00 kJ/mol
LUMO (spin up / spin down): -0.122 / -0.122 Eh
HOMO level (spin up / spin down): -10.0 / -10.0 eV
Multiplicity: 5
Charge: +1
HOMO-LUMO gap (spin up / spin down): 0.2470 / 0.2473 hartree


# 3
This record from the OMol25 dataset describes a structure of composition C30H38N5SSiSr. The level of theory is the ωB97M-V functional and the def2-TZVPD basis.

Each line ends with the Löwdin charge.
CARTESIAN COORDINATES (ANGSTROEM)
C 2.997 -5.580 1.262  -0.15
C -2.545 0.291 0.052  -0.26
H -2.071 -2.853 -1.794  0.11
H -2.356 2.287 -4.083  0.03
C 1.802 1.210 -4.534  -0.10
H 3.323 1.243 4.015  0.10
H 1.623 5.027 -4.750  0.03
H 3.975 -0.744 2.986  0.12
H -1.154 -3.864 -0.689  0.10
H -2.538 1.537 6.586  0.09
H -1.541 -2.080 1.120  0.10
C -1.923 3.289 -4.019  -0.20
H -5.406 1.438 3.530  0.09
H -3.344 1.033 -0.066  0.11
H -4.747 1.631 5.784  0.08
H 2.718 1.466 2.402  0.09
H -0.377 -1.087 -1.655  0.09
H -0.597 1.311 5.473  0.07
C 2.625 0.246 -3.950  -0.09
H -4.179 1.020 1.691  0.08
C -0.131 -2.082 -1.265  -0.26
H 0.794 2.958 -6.902  0.02
N 0.736 -1.891 -0.120  -0.10
C 2.980 -3.346 2.422  -0.04
H 2.173 -6.078 -0.603  0.09
H 1.801 1.314 -5.614  0.09
H -2.846 -3.133 0.641  0.10
H 3.149 -0.643 -2.065  0.11
H -0.589 1.898 -6.593  0.03
C 2.279 -5.267 0.113  -0.12
C -3.962 1.474 5.054  -0.15
C -3.170 -1.113 0.076  -0.18
H 0.367 -2.607 -2.090  0.10
Sr 0.739 0.494 0.661  1.32
H 3.266 -0.392 -4.542  0.09
N 0.098 1.032 3.035  -0.10
C -4.339 1.345 3.720  -0.12
C 1.510 -2.821 0.360  -0.24
S 0.152 2.861 -1.268  0.50
C 1.201 1.154 3.959  -0.27
C 1.646 -4.102 -0.260  -0.04
H -3.731 -1.259 -0.855  0.11
H 0.013 5.761 -4.853  0.02
H -0.841 3.615 -6.918  0.02
H 3.371 -2.912 3.332  0.07
C 2.885 -0.613 3.064  -0.27
C 3.272 -4.691 2.289  -0.12
H 0.650 5.229 -3.286  0.01
C 2.568 0.118 -2.579  -0.17
N 1.816 0.895 -1.798  -0.08
H 2.578 -1.162 3.968  0.11
H 1.119 -4.179 -1.204  0.08
C 0.973 2.010 -3.767  -0.27
Si -0.136 3.288 -4.572  0.48
C -0.184 2.898 -6.418  -0.20
C -1.463 1.270 4.827  -0.05
H -2.501 3.946 -4.677  0.02
C -1.426 -2.827 -0.908  -0.18
C 2.290 -2.412 1.593  -0.24
H -3.903 -1.129 0.887  0.10
H 1.098 0.453 4.802  0.11
C -2.657 1.422 5.512  -0.13
N 2.238 -1.139 1.883  -0.09
C 0.606 4.992 -4.351  -0.19
H 1.216 2.161 4.403  0.12
C 2.569 0.870 3.316  -0.20
C -2.187 0.893 2.373  -0.23
H 3.832 -5.107 3.123  0.09
C -3.588 1.098 2.595  -0.04
C -2.224 -2.302 0.296  -0.20
H -2.017 3.632 -2.991  -0.01
H -1.912 0.405 -0.835  0.08
N -1.713 0.555 1.209  -0.10
H 3.367 -6.594 1.361  0.08
C -1.142 1.090 3.450  -0.24
C 1.030 1.849 -2.352  -0.82

Summary:
LUMO: 0.096 Eh
HOMO level: -4.0 eV
Charge: -1
HOMO-LUMO gap: 0.2437 hartree


# 4
This record from the OMol25 dataset describes the molecule C18H18N4O2S at a distorted geometry. The level of theory is the ωB97M-V functional and the def2-TZVPD basis.

Each line ends with the Löwdin charge.
CARTESIAN COORDINATES (ANGSTROEM)
H 0.333 2.059 -5.518  0.11
H -1.942 1.261 2.762  0.12
H 2.339 -3.386 -4.387  0.11
C 0.817 1.126 -7.397  -0.39
H 1.794 -1.505 -1.592  0.09
H -4.669 -0.494 4.642  0.09
C 0.640 0.349 1.018  -0.23
O -2.606 -1.877 4.982  0.05
C 1.989 -2.413 -4.702  -0.20
H -1.587 1.941 4.367  0.13
O 0.762 0.510 -3.169  0.08
C 1.547 -0.970 -6.335  -0.55
H 0.578 1.881 -8.120  0.06
C -0.151 -0.866 4.399  -0.12
C 1.113 0.001 -5.418  -0.16
C -3.814 0.068 4.279  0.00
C 0.633 -0.958 3.086  -0.13
C -1.287 1.178 3.636  -0.13
H -3.760 1.020 4.802  0.08
N 0.642 0.322 2.396  -0.10
H 0.240 2.352 2.645  0.12
H 1.658 -1.287 3.306  0.13
C 1.314 -0.692 -1.076  -0.01
C 0.697 1.201 -6.053  -0.11
H -0.421 2.218 0.756  0.10
C 0.082 1.396 0.273  -0.02
S 1.436 -0.391 -7.965  1.05
N 1.612 -1.592 -3.729  0.14
H 0.808 1.508 4.078  0.12
H 0.444 -0.375 5.177  0.13
C 1.254 -0.688 0.303  -0.01
C 0.163 1.418 3.197  -0.14
H 0.159 -1.707 2.443  0.13
N -1.393 -0.151 4.204  -0.06
C 0.147 1.400 -1.103  -0.01
H -0.411 -1.867 4.748  0.12
N 1.985 -2.176 -5.992  0.07
H -0.288 2.212 -1.666  0.12
C -2.568 -0.752 4.523  -0.50
C 1.172 -0.387 -4.056  -0.25
H 1.718 -1.503 0.834  0.10
C 0.758 0.357 -1.794  -0.23
H -3.941 0.259 3.215  0.08

Summary:
Energy relative to the best compared isomer or geometry (same formula, charge and spin): 94.51 kJ/mol
LUMO: 0.021 Eh
HOMO level: -7.6 eV
Charge: 0
HOMO-LUMO gap: 0.3012 hartree
SMILES string: CC(=O)N1CCN(c2ccc(Oc3ncnc4sccc34)cc2)CC1


# 5
This record from the OMol25 dataset describes a structure of composition C3H2FO3Pb at a distorted geometry. The level of theory is the ωB97M-V functional and the def2-TZVPD basis.

Each line ends with the Löwdin charge.
CARTESIAN COORDINATES (ANGSTROEM)
C -0.989 0.782 0.119  -0.34
O 0.326 0.877 0.316  0.20
H -2.313 0.110 0.296  0.29
O 2.092 -0.417 -0.352  -0.11
C 0.938 -0.252 -0.198  -0.44
Pb 4.305 0.310 0.078  1.94
H -1.597 -1.345 0.805  0.15
F -1.464 1.759 -0.547  0.25
O -0.068 -1.133 -0.515  0.16
C -1.229 -0.691 0.000  -0.11

Summary:
⟨S²⟩: 0.7723
LUMO (spin up / spin down): -0.441 / -0.441 Eh
HOMO level (spin up / spin down): -16.4 / -16.3 eV
Multiplicity: 2
Charge: +2
HOMO-LUMO gap (spin up / spin down): 0.1630 / 0.1584 hartree


# 6
This record from the OMol25 dataset describes the molecule C2HClO3 at a distorted geometry. The level of theory is the ωB97M-V functional and the def2-TZVPD basis.

Each line ends with the Löwdin charge.
CARTESIAN COORDINATES (ANGSTROEM)
O 0.007 1.756 -0.069  0.01
C -0.711 -0.331 -0.018  -0.16
C 0.616 -0.420 -0.020  -0.73
O -1.155 0.917 0.138  0.00
Cl 1.552 -1.805 0.040  0.77
O 1.201 0.909 0.109  -0.03
H -1.510 -1.025 -0.180  0.14

Summary:
Energy relative to the best compared isomer or geometry (same formula, charge and spin): 717.81 kJ/mol
LUMO: 0.023 Eh
HOMO level: -8.7 eV
Charge: 0
HOMO-LUMO gap: 0.3440 hartree
SMILES string: ClC1=COOO1